111
Properties=species:S:1:pos:R:3:forces:R:3 method="wB97M-V/def2-TZVPD" s_squared=0.75 total_charge=+1 spin_multiplicity=2 homo_ev="-11.10 / -11.10"
C 0.2095 1.8289 1.6132 1.42 0.87 -0.75
C 1.1284 0.6102 1.2821 -1.62 0.65 0.59
O 0.2700 -0.4697 0.8337 1.47 1.36 0.68
C 0.9894 -1.5151 0.2886 -0.95 -1.90 -0.91
C -0.0404 -2.3599 -0.4539 -0.43 -0.07 0.06
H 0.7965 2.6265 2.0686 0.63 -0.06 0.06
H -0.0275 2.2747 0.6472 -0.62 -0.09 -0.01
H -0.6557 1.8748 2.2745 -0.12 -1.31 -0.20
H 1.8418 0.9013 0.5111 -0.39 0.11 -0.60
H 1.8214 0.3768 2.0904 -0.49 -0.71 0.60
H 1.7054 -1.2474 -0.4884 0.48 0.82 0.04
H 1.5021 -2.1633 0.9993 0.18 0.25 0.57
H 0.3211 -3.3158 -0.8331 0.39 0.07 -0.17
H -0.4327 -1.7466 -1.2651 -0.13 -0.19 -0.16
H -0.8728 -2.6368 0.1931 0.02 0.20 0.18
C -1.7700 -5.6245 1.3349 -0.51 1.40 1.12
C -2.3175 -4.3449 2.1288 1.55 -0.45 -1.65
O -1.1939 -3.6498 2.7567 -2.19 0.16 -0.33
C -1.5664 -2.2869 3.2345 1.33 -2.05 -0.21
C -0.2260 -1.8624 3.7856 0.23 0.95 1.13
H -0.9046 -5.2955 0.7596 0.49 -0.13 0.58
H -1.5914 -6.4256 2.0522 0.38 -0.10 -0.41
H -2.4206 -5.9513 0.5237 -0.64 -0.04 0.47
H -2.6878 -3.7345 1.3051 -0.32 0.58 0.17
H -3.1467 -4.5438 2.8077 0.21 -0.17 0.22
H -2.0074 -1.7215 2.4136 0.23 0.17 -0.06
H -2.2633 -2.3638 4.0691 -0.33 -0.05 -0.16
H 0.6313 -2.1482 3.1763 -0.28 0.03 -0.13
H -0.1129 -2.3029 4.7762 0.13 -0.64 -0.15
H -0.1267 -0.8182 4.0820 -0.25 0.34 -0.70
C -1.0843 5.8378 1.5734 -0.29 0.15 2.06
C -1.6743 5.2277 0.3071 0.49 0.99 0.37
O -2.0100 6.3068 -0.5134 -0.11 0.85 -1.94
C -2.4083 6.1181 -1.9168 1.70 0.17 1.07
C -1.2363 5.6637 -2.8034 0.38 0.22 0.18
H -1.8377 5.6955 2.3481 0.06 0.06 0.32
H -0.1695 5.4391 2.0121 0.07 -0.88 -0.52
H -0.8394 6.8953 1.6723 -0.49 0.27 -1.15
H -0.8989 4.5690 -0.0842 -0.38 -0.39 -0.60
H -2.6163 4.7541 0.5832 0.24 -0.82 -0.12
H -3.2976 5.4899 -1.9688 0.01 -0.04 -0.15
H -2.5833 7.1381 -2.2587 -0.67 -0.11 0.24
H -0.7011 4.7687 -2.4860 -0.58 -0.46 -0.15
H -0.4262 6.3930 -2.8119 -0.19 0.49 0.36
H -1.5299 5.6405 -3.8529 -0.23 -0.53 0.03
C -0.8183 -3.6657 -4.3816 -0.63 0.10 0.43
C -1.6511 -4.3604 -5.4132 -0.75 -1.04 -0.43
O -2.9592 -4.7362 -4.8953 0.52 0.22 -1.50
C -3.7102 -5.4257 -5.9437 0.43 0.13 0.13
C -3.1566 -6.8431 -6.1858 -1.33 0.73 -0.15
H -0.6238 -4.2598 -3.4887 0.19 -0.28 -0.18
H 0.1002 -3.3356 -4.8668 0.10 0.12 0.22
H -1.4110 -2.8226 -4.0265 0.27 0.35 -0.06
H -1.6906 -3.7433 -6.3109 -0.75 0.65 0.03
H -1.1713 -5.2329 -5.8567 0.28 -0.48 0.59
H -4.7797 -5.4043 -5.7347 0.17 -0.27 0.92
H -3.7087 -4.8438 -6.8654 0.58 0.21 -0.20
H -3.0257 -7.3132 -5.2111 0.70 -0.05 -0.20
H -2.3253 -6.7992 -6.8894 0.32 -0.36 0.58
H -3.9308 -7.4325 -6.6770 -0.07 0.00 -0.15
C 3.9720 -3.2363 -0.9007 0.07 -0.26 -1.26
C 3.6682 -2.8763 -2.3761 0.94 -0.35 1.94
O 4.3329 -1.6599 -2.7077 -1.42 -1.30 -1.67
C 4.2607 -1.3393 -4.1252 0.50 1.54 0.31
C 5.0317 -0.0577 -4.2594 0.40 -0.03 -0.41
H 3.5691 -4.2162 -0.6449 -0.62 0.22 -0.08
H 5.0398 -3.4496 -0.8514 0.16 0.60 0.25
H 3.6332 -2.4560 -0.2191 0.17 -0.21 0.00
H 4.0451 -3.6352 -3.0617 0.27 -0.26 -0.30
H 2.6231 -2.8076 -2.6782 -0.50 0.41 0.08
H 4.5529 -2.1633 -4.7761 0.52 -0.46 0.45
H 3.2512 -1.1614 -4.4958 -0.84 -0.14 0.83
H 4.8001 0.6012 -3.4225 0.08 -0.06 -0.02
H 4.7382 0.4670 -5.1686 0.17 -0.10 -0.05
H 6.0945 -0.2985 -4.2829 0.03 0.39 0.00
C -3.3531 0.3089 -0.1205 -0.25 0.19 -0.64
C -4.0915 0.9526 -1.3196 0.34 1.39 0.32
C -3.6697 2.4531 -1.5462 0.05 -1.23 0.10
O -3.9123 0.2185 -2.5345 0.50 0.31 0.24
H -3.9235 -0.5933 0.1003 0.49 -0.38 0.17
H -3.3093 0.8904 0.8004 -0.48 0.36 -0.15
H -2.3018 0.1324 -0.3482 -0.03 -0.41 -0.24
H -5.1589 0.9151 -1.1023 -0.16 0.26 0.17
H -4.1710 2.9311 -2.3878 -0.27 -0.18 0.10
H -2.6024 2.5254 -1.7551 0.16 -0.20 0.00
H -3.8409 3.0171 -0.6293 -0.21 0.00 -0.05
H -3.8800 -0.7151 -2.3135 -0.07 -0.14 -0.01
C -1.1800 3.6349 7.3297 0.85 -1.26 -0.29
C -0.8763 2.0982 7.1395 -0.63 0.72 0.30
C -0.4365 1.8158 5.6910 -0.61 0.81 0.45
O 0.1506 1.6969 7.9880 1.65 -0.46 0.63
H -0.7500 4.0372 8.2471 -0.24 -0.41 0.26
H -2.2602 3.7806 7.3210 0.20 0.49 -0.41
H -0.5818 4.1088 6.5515 -0.69 0.58 -0.27
H -1.7589 1.5521 7.4725 -0.35 -0.17 -0.65
H 0.4810 2.3800 5.5241 0.28 -0.21 0.08
H -1.1629 2.3069 5.0434 -0.19 -0.29 -0.26
H -0.3002 0.7705 5.4139 -0.09 0.11 0.29
H -0.1642 1.2509 8.7777 -0.18 0.15 -0.11
C 5.3931 3.9952 1.9544 -1.25 1.46 -0.84
C 4.9081 2.5817 1.8701 2.36 -0.81 1.39
C 4.3679 2.1542 0.5502 0.49 -0.06 -0.93
O 6.1498 1.8944 2.1706 0.07 -1.71 -0.82
H 4.6173 4.6668 1.5866 -0.27 0.47 0.57
H 6.1976 4.2003 1.2481 0.21 -0.58 0.01
H 5.7572 4.2734 2.9434 -0.33 -0.01 0.00
H 4.2045 2.2327 2.6260 -0.35 0.70 0.25
H 5.0906 2.2104 -0.2638 0.32 0.70 0.06
H 3.5474 2.8442 0.3532 -0.30 -0.42 -0.37
H 4.1156 1.0962 0.4791 -0.60 0.05 0.60
H 6.4144 1.9864 3.0888 -0.33 0.21 0.06